Record 1
The following is a quantum chemistry calculation of one molecule with the formula C2H8Cl2Si2 at a distorted geometry, from OMol25.

Structure (ORCA input):
```
! wB97M-V def2-TZVPD RIJCOSX def2/J DEFGRID3
* xyz 0 1
Cl -2.011 1.632 0.526
Cl -2.011 -1.632 0.527
Si -1.066 0.000 -0.270
Si 1.214 0.000 0.204
C -1.476 0.000 -2.131
C 1.530 0.000 2.076
H -1.062 0.876 -2.622
H 1.857 -1.182 -0.389
H -2.549 0.000 -2.308
H 2.593 0.000 2.303
H 1.857 1.181 -0.389
H 1.094 -0.876 2.548
H 1.094 0.877 2.547
H -1.062 -0.877 -2.621
*
```

Values from the calculation:
- structure (SMILES) = C[SiH2][Si](C)(Cl)Cl
- lowest unoccupied orbital energy (eV) = 0.675
- maximum force (eV/A) = 1.47
- energy relative to the best compared isomer or geometry (same formula, charge and spin) (kJ/mol) = 0.0

***

Record 2
The following is a quantum chemistry calculation of a 2-piece molecular cluster, C4H12N2Si overall at a distorted geometry, from OMol25.

Structure (ORCA input):
```
! wB97M-V def2-TZVPD RIJCOSX def2/J DEFGRID3
* xyz 0 1
Si -0.690 0.612 -0.752
N 0.075 0.433 -2.325
N -1.702 1.956 -1.317
C 0.727 -0.608 -2.898
C -1.680 -1.008 -0.229
C 1.703 0.235 3.378
C 1.519 -0.975 2.905
H -1.095 -1.781 -0.576
H -2.634 -1.038 -0.866
H -2.019 -1.012 0.817
H -2.177 2.480 -0.593
H 1.894 -1.784 3.456
H -1.230 2.792 -1.598
H 2.291 0.236 4.307
H 1.555 -0.404 -3.566
H 0.881 -0.965 1.999
H 1.355 1.093 2.886
H 0.390 1.302 -2.691
H 0.836 -1.565 -2.338
*
```

Values from the calculation:
- lowest unoccupied orbital energy (alpha / beta) (eV) = -0.394 / 0.825
- maximum force (eV/A) = 4.23
- energy relative to the best compared isomer or geometry (same formula, charge and spin) (kJ/mol) = 359.2